No. 1
The following is a quantum chemistry calculation of 10 unconnected molecules or ions with the total composition C12H46BF4N3O9 in a non-equilibrium geometry, from the Open Molecules 2025 dataset.

Frontier orbital gap ... 5.93 eV
E_tot ... -47635.248 eV
LUMO ... -2.05 eV
E_HOMO ... -0.293 hartree
Maximum force ... 0.0746 Eh/bohr

Structure (ORCA input):
```
! RIJCOSX wB97M-V def2-TZVPD def2/J DEFGRID3
* xyz 0 1
O -1.44508 3.26211 -1.05537
H -1.62226 3.99347 -0.45927
H -1.18733 3.55286 -1.93322
H -0.58823 2.96079 -0.74455
B -0.44877 0.61485 0.03085
F 0.34704 1.49736 -0.59347
F -1.49792 0.10902 -0.73803
F 0.26398 -0.30505 0.67413
F -0.96794 1.41511 1.07815
C -4.96223 1.92670 3.03046
C -4.58344 2.81449 1.81793
C -5.56087 2.83202 0.72156
O -5.79239 1.55774 0.11937
C -4.66043 1.00838 -0.57525
N -4.29612 4.12378 2.38375
H -5.18493 0.88199 2.81348
H -5.89880 2.20865 3.51155
H -4.16324 1.88164 3.77052
H -3.57968 2.50704 1.52461
H -5.33013 3.59823 -0.01856
H -6.44350 3.18182 1.25702
H -4.95791 0.03166 -0.95687
H -3.80365 0.79893 0.06520
H -4.52255 1.66999 -1.43044
H -3.87126 4.00283 3.29202
H -5.15174 4.60008 2.63107
C 2.24236 -1.21868 -4.33868
C 1.84655 -0.20006 -3.28561
C 1.65517 1.27338 -3.71652
O 2.86634 1.82443 -4.01907
C 3.73984 2.21464 -2.96877
N 0.46778 -0.65849 -2.88979
H 2.31754 -2.25599 -4.01243
H 3.17985 -0.89552 -4.79122
H 1.44279 -1.11644 -5.07239
H 2.51561 -0.18599 -2.42523
H 1.24796 1.80159 -2.85439
H 1.06289 1.23475 -4.63075
H 4.26839 1.35718 -2.55224
H 3.18658 2.71704 -2.17531
H 4.44821 3.02591 -3.13658
H 0.02483 0.06714 -2.34450
H -0.17122 -0.71358 -3.67002
C 2.36371 -2.83646 0.15071
C 3.13663 -3.26174 1.36975
C 4.58284 -3.73932 1.02415
O 5.25329 -4.10593 2.17700
C 6.52384 -4.73520 1.92744
N 3.35174 -2.04988 2.17609
H 1.29879 -2.64039 0.27560
H 2.38692 -3.46505 -0.73949
H 2.80303 -1.94094 -0.28876
H 2.52702 -3.95429 1.95014
H 5.01169 -2.94923 0.40775
H 4.52039 -4.63110 0.40050
H 7.05123 -5.00665 2.84192
H 7.18983 -4.15168 1.29179
H 6.35704 -5.70818 1.46527
H 2.52325 -1.57242 2.50126
H 3.69383 -2.23072 3.10903
O -1.16732 3.21412 2.91272
H -1.29731 2.64266 2.15590
H -0.23062 3.41103 2.90670
O -1.43084 -1.05940 2.86590
H -2.03378 -0.54066 2.33338
H -0.99302 -1.63608 2.23981
O 1.30423 -0.42684 3.05299
H 0.54496 -0.85562 3.44780
H 1.04596 -0.27011 2.14471
O -3.09438 -1.43011 -2.12287
H -3.09767 -1.07132 -3.01028
H -2.87597 -0.68474 -1.56345
O -1.07534 -2.73966 -0.05054
H -1.95967 -2.65696 -0.40741
H -0.64639 -1.91492 -0.27865
*
```



No. 2
The following is a quantum chemistry calculation of a molecular structure, C46H34MgN4OS, from the Open Molecules 2025 dataset.

Frontier orbital gap ... 5.74 eV
Relative energy (zero: lowest compared OMol25 entry of this formula, charge and spin) ... 4.88 kJ/mol
E_tot ... -72546.251 eV
LUMO ... -0.75 eV
E_HOMO ... -0.239 hartree
Maximum force ... 0.0039 Eh/bohr

Structure (ORCA input):
```
! RIJCOSX wB97M-V def2-TZVPD def2/J DEFGRID3
* xyz 0 1
Mg -0.11205 -0.02168 -0.15909
C 6.48463 0.35276 3.82642
C 5.65382 -0.73049 4.07404
C 4.44290 -0.84749 3.40716
C 4.04401 0.11653 2.48475
C 4.88452 1.20153 2.24541
C 6.09675 1.31922 2.90948
C 2.73932 -0.00101 1.76879
C 2.60436 -1.05224 0.85068
C 3.64284 -2.00280 0.52835
C 3.12200 -2.86142 -0.38201
C 1.75726 -2.45026 -0.61224
N 1.48251 -1.34299 0.13109
C 0.87401 -3.06961 -1.51083
C -0.41521 -2.62350 -1.81849
C -1.31177 -3.27336 -2.74853
C -2.43798 -2.52457 -2.79712
C -2.24982 -1.42195 -1.87999
C -3.20750 -0.43151 -1.62273
C -4.49308 -0.50711 -2.37978
C -4.79105 0.42556 -3.36866
C -5.98686 0.35706 -4.06976
C -6.90211 -0.64633 -3.78878
C -6.61652 -1.57964 -2.80171
C -5.42105 -1.50927 -2.10229
C -3.07610 0.61225 -0.69820
N -1.98102 0.86081 0.06670
C -2.27730 1.92433 0.86303
C -1.42845 2.49360 1.81843
C -1.95324 3.65075 2.60194
C -2.96684 3.47022 3.54028
C -3.45002 4.54311 4.27484
C -2.92587 5.81313 4.08029
C -1.91647 6.00346 3.14760
C -1.43361 4.92902 2.41490
C -0.12769 2.05989 2.11789
C 0.70598 2.61609 3.16043
C 1.86991 1.92658 3.14040
C 1.75267 0.93829 2.09137
N 0.53060 1.04422 1.50128
C -3.62211 2.38005 0.57844
C -4.11476 1.57062 -0.38579
N -1.01438 -1.50744 -1.31306
C 1.37057 -4.28443 -2.22071
C 1.61384 -5.46362 -1.51911
C 2.08259 -6.59295 -2.17376
C 2.31603 -6.55939 -3.54158
C 2.07637 -5.39086 -4.24984
C 1.60633 -4.26303 -3.59284
H 7.42900 0.44419 4.34717
H 5.94572 -1.48613 4.79213
H 3.79100 -1.68981 3.60423
H 4.57718 1.95700 1.53219
H 6.73877 2.16771 2.70976
H 4.64045 -2.00399 0.93579
H 3.61440 -3.69566 -0.85369
H -1.10751 -4.18593 -3.28358
H -3.32041 -2.70497 -3.38830
H -4.07661 1.21104 -3.58479
H -6.20287 1.08926 -4.83741
H -7.83506 -0.69928 -4.33486
H -7.32847 -2.36212 -2.57212
H -5.19674 -2.23219 -1.32749
H -3.37086 2.47719 3.69491
H -4.23467 4.38590 5.00390
H -3.30204 6.65065 4.65344
H -1.50446 6.99175 2.98789
H -0.64686 5.07542 1.68480
H 0.42576 3.41238 3.82989
H 2.71888 2.05397 3.79162
H -4.11613 3.21017 1.05543
H -5.09361 1.60444 -0.83496
H 1.42708 -5.48900 -0.45260
H 2.26207 -7.50282 -1.61547
H 2.68175 -7.44038 -4.05289
H 2.25825 -5.35760 -5.31662
H 1.41888 -3.34891 -4.14405
C 0.81454 0.96608 -4.30827
S 1.37851 0.21175 -2.78608
C 3.08727 0.73260 -2.82902
O 0.75290 1.06890 -1.70838
H 1.00290 2.03808 -4.27405
H -0.25456 0.77233 -4.37352
H 1.32669 0.50067 -5.15025
H 3.58190 0.27772 -3.68717
H 3.54227 0.36702 -1.90865
H 3.13586 1.81962 -2.87168
*
```



No. 3
The following is a quantum chemistry calculation of 8 unconnected molecules or ions with the total composition C59H69N8O19P in a non-equilibrium geometry, from the Open Molecules 2025 dataset.

Frontier orbital gap ... 6.25 eV
Relative energy (zero: lowest compared OMol25 entry of this formula, charge and spin) ... 0.00 kJ/mol
E_tot ... -122393.558 eV
LUMO ... -0.88 eV
E_HOMO ... -0.262 hartree
Maximum force ... 0.0804 Eh/bohr

Structure (ORCA input):
```
! RIJCOSX wB97M-V def2-TZVPD def2/J DEFGRID3
* xyz 0 1
C 6.04717 -5.50711 0.02879
C 4.93268 -4.76930 0.80289
O 4.03375 -3.99196 0.00549
C 4.60322 -2.86663 -0.54102
O 4.60099 -1.86606 0.04179
C 5.25249 -2.94012 -1.90402
C 4.82963 -1.80181 -2.83658
C 3.35133 -1.81496 -3.24922
C 2.77843 -3.18293 -3.67476
O 1.41492 -3.27886 -3.26736
C 1.27448 -3.78441 -1.95077
C 0.67374 -2.75628 -0.99020
N -0.65399 -2.31599 -1.39648
C -0.85962 -0.87280 -1.39495
C -2.07511 -0.41466 -0.54550
C -3.05335 -1.55304 -0.20461
C -2.63652 -2.40074 0.96764
O -2.96739 -3.51381 1.06711
O -1.89205 -1.82326 1.96408
P 0.26386 -5.38272 -2.05741
C -0.87394 -5.32284 -3.52049
C -0.17124 -5.51982 -4.85777
C -0.66759 -5.64230 -0.48690
C 0.37559 -5.87941 0.65523
H 5.98825 -5.39629 -1.04677
H 7.01479 -5.20228 0.42596
H 5.96375 -6.57356 0.22947
H 4.31426 -5.52046 1.28451
H 5.34313 -4.18356 1.62377
H 5.15038 -3.92704 -2.34407
H 6.32712 -2.82735 -1.72741
H 4.98955 -0.87830 -2.27464
H 5.52386 -1.77259 -3.67676
H 3.27176 -1.16607 -4.12369
H 2.72910 -1.33937 -2.49837
H 2.75737 -3.23603 -4.76267
H 3.36072 -4.04010 -3.33457
H 2.23733 -4.09138 -1.54219
H 0.60697 -3.23500 -0.00501
H 1.39391 -1.93985 -0.87057
H -0.92220 -2.72340 -2.27971
H -1.04251 -0.54078 -2.42350
H 0.00783 -0.30876 -1.06081
H -2.64689 0.33707 -1.08470
H -1.75061 0.03079 0.38671
H -3.28914 -2.14527 -1.08154
H -3.99168 -1.07065 0.08998
H -1.02564 -1.56567 1.61936
H -1.50404 -4.43626 -3.51254
H -1.56488 -6.16068 -3.39032
H -0.89184 -5.42834 -5.66747
H 0.29014 -6.50717 -4.89756
H 0.60775 -4.78656 -5.05327
H -1.26646 -4.78343 -0.17658
H -1.33500 -6.49957 -0.51862
H 0.25283 -6.85330 1.12046
H 1.37897 -5.85972 0.21777
H 0.35373 -5.07622 1.38653
C -7.28665 -5.54629 -5.27663
C -7.35966 -4.22581 -5.69990
C -6.20676 -3.46402 -5.79882
C -4.99096 -4.03943 -5.47485
C -4.90319 -5.35169 -5.04515
C -6.06044 -6.10697 -4.94590
N -3.76176 -3.24322 -5.59955
O -3.86933 -2.08555 -5.95895
O -2.70752 -3.79404 -5.33504
H -8.18863 -6.14069 -5.20508
H -8.31631 -3.79055 -5.95559
H -6.26549 -2.43672 -6.12808
H -3.94883 -5.79040 -4.78969
H -6.00608 -7.13480 -4.61346
C -0.66998 5.77066 -2.98528
C -1.84907 5.51450 -2.29887
C -1.91820 4.45281 -1.41250
C -0.79911 3.66413 -1.22068
C 0.38219 3.90234 -1.90151
C 0.44319 4.96264 -2.78992
N -0.86583 2.55926 -0.25955
O -1.92699 2.37151 0.31105
O 0.14025 1.89751 -0.07734
H -0.61707 6.60412 -3.67428
H -2.71443 6.14477 -2.45254
H -2.83683 4.25684 -0.87969
H 1.24995 3.27731 -1.74702
H 1.36002 5.16291 -3.32775
C 7.12093 -1.63320 1.54912
C 7.08094 -0.34755 1.02685
C 8.16632 0.49966 1.18682
C 9.28314 0.04506 1.86722
C 9.33475 -1.23047 2.39979
C 8.24500 -2.07162 2.23840
N 10.44540 0.93407 2.01729
O 10.36160 2.05680 1.55373
O 11.42373 0.49356 2.59267
H 6.28116 -2.28838 1.42053
H 6.20380 -0.01009 0.49334
H 8.13341 1.49983 0.77961
H 10.20869 -1.57515 2.93349
H 8.27336 -3.07337 2.64795
C -2.88056 2.59884 3.14202
C -3.60214 3.74186 3.46244
C -4.49647 3.72564 4.51988
C -4.65442 2.55897 5.24898
C -3.94814 1.40922 4.93743
C -3.05701 1.43257 3.87627
N -5.58403 2.54517 6.38483
O -6.20750 3.56949 6.62294
O -5.68265 1.51901 7.02915
H -2.17999 2.61709 2.31978
H -3.46422 4.64785 2.88620
H -5.05659 4.61612 4.76695
H -4.08173 0.50189 5.50887
H -2.49725 0.54149 3.62227
C 10.52149 0.50714 -6.12579
C 10.10741 -0.76388 -5.75099
C 8.75610 -1.06075 -5.68126
C 7.83407 -0.07692 -5.99316
C 8.23172 1.19610 -6.36175
C 9.58462 1.48665 -6.42683
N 6.40024 -0.39439 -5.94225
O 6.08129 -1.51956 -5.59273
O 5.61366 0.47985 -6.24955
H 11.57812 0.73492 -6.18438
H 10.83893 -1.52500 -5.51555
H 8.43616 -2.05059 -5.38939
H 7.50443 1.95897 -6.59908
H 9.90955 2.47695 -6.71578
C -1.83701 9.97214 4.57913
C -0.85234 9.02756 4.83609
C -0.73730 7.90786 4.02862
C -1.61180 7.75138 2.96767
C -2.60247 8.68077 2.70326
C -2.71333 9.79670 3.51651
N -1.47798 6.57622 2.09573
O -0.61134 5.76610 2.36517
O -2.24287 6.47887 1.15071
H -1.92126 10.84863 5.20881
H -0.17186 9.16550 5.66536
H 0.02934 7.17376 4.23047
H -3.28360 8.54745 1.87524
H -3.48147 10.53237 3.32008
C -8.99202 3.35283 7.98605
C -8.89841 4.10642 9.14809
C -10.03800 4.40375 9.87855
C -11.26313 3.93632 9.43529
C -11.37433 3.18961 8.27556
C -10.23038 2.89880 7.54918
N -12.47138 4.23002 10.22005
O -12.34316 4.90588 11.22499
O -13.52952 3.77833 9.82072
H -8.09860 3.11972 7.42333
H -7.93345 4.46012 9.48611
H -9.96159 4.99054 10.78250
H -12.33549 2.83260 7.93481
H -10.30305 2.31385 6.64196
*
```